1.
# C2H21O11

A molecular structure, C2H21O11 (the ωB97M-V functional and the def2-TZVPD basis, the OMol25 dataset).

```
! RIJCOSX wB97M-V def2-TZVPD def2/J DEFGRID3
* xyz -1 1
C -5.7532 19.3787 -3.4791
C -6.4170 19.2846 -2.1242
O -5.7289 19.3999 -1.0465
O -7.6840 19.2609 -2.1369
H -5.5525 20.4443 -3.5896
H -6.5127 19.1561 -4.2285
H -4.8328 18.8079 -3.6028
O -8.7309 18.2426 -3.9476
H -8.9687 18.9149 -4.5860
H -8.0204 18.6344 -3.4398
O -5.7003 18.6972 0.8665
H -5.7207 17.7507 0.7259
H -5.3965 19.0572 0.0332
O -4.5863 21.4592 -1.9283
H -5.0909 20.6458 -1.9289
H -5.2393 22.1467 -1.7972
O -3.9658 18.3537 -1.7174
H -4.8301 18.7537 -1.6217
H -3.3542 19.0880 -1.6637
O -9.4192 20.5196 -2.2597
H -9.3181 21.2632 -2.8539
H -8.5232 20.2640 -2.0404
O -7.2019 21.5423 -3.7418
H -7.4760 21.9026 -4.5851
H -7.4220 20.6123 -3.7952
O -6.2972 21.3481 0.1990
H -5.8207 20.6863 -0.3022
H -6.1359 22.1667 -0.2703
O -4.5327 20.7019 -5.2842
H -5.3325 20.7720 -5.8055
H -4.3833 19.7603 -5.1994
O -7.8867 18.5038 -0.0574
H -7.7810 18.9740 -0.8844
H -7.0366 18.5847 0.3750
*
```

- Electronic energy: -24931.788 eV
- Energy above the lowest of the compared OMol25 structures with the same formula, charge and spin: 1067.1 kJ/mol
- Lowest unoccupied orbital energy: 2.277 eV

2.
# C40H72ClF7I2NO8P2S

5 unconnected molecules or ions with the total composition C40H72ClF7I2NO8P2S (the ωB97M-V functional and the def2-TZVPD basis, the OMol25 dataset).

```
! RIJCOSX wB97M-V def2-TZVPD def2/J DEFGRID3
* xyz 1 1
C -1.1962 1.6763 -1.0006
C -0.4815 1.7314 0.3745
P 1.0147 0.6492 0.2159
C 2.2018 1.8846 -0.4546
C 1.5375 -0.0648 1.9016
C 1.0246 0.6174 3.2018
C 0.3739 2.0183 3.2292
C 1.0039 3.2727 2.6344
C 1.7290 4.0765 3.7188
S 2.4908 5.5143 2.9630
O 1.8869 6.6961 3.4764
O 2.4695 5.3837 1.5417
Cl 4.4400 5.4325 3.5533
C 3.0693 -0.1304 2.0079
I 4.1614 1.6855 2.4036
O 3.5488 -0.5948 0.7936
C 3.3899 -2.0153 0.5826
C 4.4073 -2.6499 1.5565
C 5.1849 -3.9182 1.1539
C 5.4165 -4.8387 2.3307
F 6.4209 -5.7100 2.0464
F 5.7330 -4.1880 3.4681
F 4.3118 -5.6109 2.5720
C 3.9931 -2.0484 -0.8612
F 5.3130 -1.6824 -0.6946
F 4.0347 -3.2442 -1.4412
F 3.4904 -1.1147 -1.6712
C 1.8247 -2.4806 0.7160
C 1.9896 -3.9551 1.1542
C 0.7959 -4.9175 1.0353
C 0.1006 -5.3563 2.2622
O -0.4786 -4.4626 1.3296
P 1.1132 -2.7331 -1.0005
C 1.2801 -4.3519 -1.8482
C -0.0990 -5.0278 -2.1215
C 0.6377 -1.5908 -2.3126
C -0.8666 -1.4788 -2.6464
N 1.0675 -1.5638 1.7918
I 1.5215 -2.4013 3.7805
C -0.4764 -1.4802 1.7134
C -1.3931 -2.0281 2.8002
F -0.9992 -1.8936 0.5291
H -1.9458 0.9002 -1.0372
H -1.6430 2.6478 -1.1667
H -0.4656 1.5731 -1.7943
H -0.2066 2.7667 0.5377
H -1.1861 1.3948 1.1259
H 1.9588 2.9070 -0.1883
H 2.0090 1.8113 -1.5261
H 3.2382 1.6118 -0.3350
H 0.2245 0.0570 3.6781
H 1.7921 0.5867 3.9701
H -0.6485 1.9511 2.8763
H 0.2255 2.2214 4.2897
H 1.6872 3.1571 1.8057
H 0.2128 3.9293 2.2843
H 2.4543 3.4925 4.2725
H 1.0091 4.5023 4.4090
H 3.3977 -0.6783 2.8852
H 5.1642 -1.9076 1.7750
H 3.9874 -2.8448 2.5363
H 4.7425 -4.5325 0.3801
H 6.1742 -3.6499 0.8020
H 2.6445 -4.3721 0.3912
H 2.4644 -4.2378 2.0799
H 0.8832 -5.6822 0.2837
H -0.1885 -6.3855 2.1192
H 0.3312 -4.9084 3.2076
H 1.7074 -4.1412 -2.8237
H 1.9433 -5.0776 -1.3933
H -0.8896 -4.3393 -1.8478
H -0.2266 -5.9238 -1.5250
H -0.2308 -5.2310 -3.1764
H 1.0739 -1.9866 -3.2324
H 1.0528 -0.5946 -2.3379
H -1.1086 -2.1777 -3.4410
H -1.5167 -1.7226 -1.8141
H -1.0722 -0.5025 -3.0647
H -0.7554 -0.4310 1.7256
H -2.3751 -1.8419 2.3654
H -1.3765 -3.0966 2.9646
H -1.4168 -1.4182 3.6933
C -3.4360 -4.5471 -6.6112
C -4.1795 -3.4873 -5.8008
C -3.3973 -3.4888 -4.4984
O -2.0459 -3.8303 -4.8343
C -1.9943 -4.3076 -6.1850
H -3.5769 -4.4575 -7.6867
H -3.7588 -5.5451 -6.3070
H -4.0921 -2.5138 -6.2882
H -5.2362 -3.7006 -5.6566
H -3.7809 -4.2439 -3.8041
H -3.4112 -2.5202 -3.9975
H -1.5211 -3.5387 -6.8049
H -1.3823 -5.2094 -6.2253
C -3.9376 2.7332 -4.9567
C -3.5525 4.2008 -4.7956
C -2.5878 4.1409 -3.6204
O -1.9411 2.8638 -3.6878
C -2.6255 2.0326 -4.6345
H -4.3172 2.4834 -5.9456
H -4.7001 2.4647 -4.2214
H -3.0340 4.5510 -5.6901
H -4.3990 4.8602 -4.6136
H -3.1218 4.2081 -2.6647
H -1.8334 4.9271 -3.6510
H -1.9978 1.9367 -5.5264
H -2.7693 1.0390 -4.2046
C -6.5857 0.9382 -2.5175
C -7.8318 0.0634 -2.6189
C -7.4464 -0.8954 -3.7366
O -6.0245 -1.0556 -3.6613
C -5.4781 -0.0727 -2.7801
H -6.4790 1.4432 -1.5587
H -6.5973 1.6976 -3.3033
H -7.9791 -0.4851 -1.6861
H -8.7430 0.6181 -2.8340
H -7.6949 -0.4816 -4.7191
H -7.9233 -1.8708 -3.6415
H -5.1689 -0.5723 -1.8540
H -4.5961 0.3745 -3.2423
C 4.6881 7.7814 8.0948
C 4.0778 7.8521 6.6970
C 3.3930 6.4977 6.5933
O 2.9956 6.1378 7.9195
C 3.6181 7.0167 8.8624
H 4.9041 8.7555 8.5296
H 5.6165 7.2063 8.0685
H 3.3367 8.6525 6.6518
H 4.8063 8.0199 5.9053
H 4.0820 5.7336 6.2268
H 2.5156 6.5195 5.9467
H 2.8548 7.6940 9.2593
H 4.0231 6.4310 9.6877
*
```

- Electronic energy: -137661.505 eV
- Lowest unoccupied orbital energy: -5.121 eV

3.
# C2H2Br4S

A molecular structure, C2H2Br4S (the ωB97M-V functional and the def2-TZVPD basis, the OMol25 dataset).

```
! RIJCOSX wB97M-V def2-TZVPD def2/J DEFGRID3
* xyz 0 1
C 0.7695 -1.1626 -0.2461
C -0.8974 1.3060 0.2569
S 0.9490 0.3941 -1.0619
Br -0.9073 -2.1849 -0.4259
Br 2.0798 -2.3903 -1.0460
Br -0.9175 0.4864 1.9330
Br -0.4722 3.1913 0.2838
H 1.0912 -0.8905 0.7807
H -1.6952 1.2506 -0.4745
*
```

- Electronic energy: -293109.105 eV
- Energy above the lowest of the compared OMol25 structures with the same formula, charge and spin: 143.9 kJ/mol
- Lowest unoccupied orbital energy (spin up / spin down): -1.455 / -1.455 eV

4.
# C3H7NOS

A molecular structure, C3H7NOS (the ωB97M-V functional and the def2-TZVPD basis, the OMol25 dataset).

```
! RIJCOSX wB97M-V def2-TZVPD def2/J DEFGRID3
* xyz 0 1
C -0.6227 0.8931 -0.0182
C 0.8096 1.3818 0.1960
C -0.1784 -0.4702 -0.4606
N -1.2813 -2.0218 0.0639
O 2.5062 -0.6611 -0.5133
S 1.4260 -0.3772 0.4198
H -1.1743 0.8694 0.9221
H -1.2099 1.4442 -0.7526
H 1.2619 1.7880 -0.7047
H 0.9859 2.0384 1.0428
H -0.1100 -0.6851 -1.5175
H -0.5710 -2.5943 0.5093
H -1.8422 -1.6051 0.8130
*
```

- Electronic energy: -17594.114 eV
- Energy above the lowest of the compared OMol25 structures with the same formula, charge and spin: 368.1 kJ/mol
- Lowest unoccupied orbital energy: 0.684 eV

5.
# C30H33BrGaN2O6SSi

A molecular structure, C30H33BrGaN2O6SSi (the ωB97M-V functional and the def2-TZVPD basis, the OMol25 dataset).

```
! RIJCOSX wB97M-V def2-TZVPD def2/J DEFGRID3
* xyz -1 1
Ga -0.1116 -0.7908 -0.4888
O -0.0118 0.5141 1.6845
C -0.8966 1.6610 1.5983
C -1.7646 1.5250 0.3110
O -2.6548 2.3406 0.1561
O -1.4819 0.5499 -0.5081
C -1.8838 1.6172 2.7726
C -2.3387 2.7704 3.4038
C -3.2694 2.6928 4.4349
C -3.7612 1.4603 4.8452
C -3.3377 0.3081 4.1945
C -2.4184 0.3923 3.1558
C -0.0544 2.9429 1.5987
C 0.7415 3.2035 2.7176
C 1.5941 4.3013 2.7467
C 1.6631 5.1524 1.6487
C 0.8722 4.8999 0.5374
C 0.0149 3.8031 0.5117
H 0.8903 0.8309 1.5435
H -1.9719 3.7371 3.0853
H -3.6148 3.6025 4.9145
H -4.4789 1.3989 5.6562
H -3.7293 -0.6607 4.4900
H -2.1201 -0.4935 2.6108
H 0.6893 2.5340 3.5702
H 2.2013 4.4916 3.6251
H 2.3369 6.0041 1.6603
H 0.9280 5.5492 -0.3307
H -0.5892 3.6186 -0.3656
C -0.9552 -2.0604 -4.1149
C -1.7335 -2.5163 -2.9081
C -2.8319 -3.3474 -3.0506
C -3.4634 -3.8376 -1.9024
C -2.9941 -3.5182 -0.6522
C -1.8772 -2.6448 -0.5487
N -1.2912 -2.1599 -1.6847
N -1.2651 -2.1821 0.5685
Si -1.0695 -3.1748 1.9700
C -2.6877 -3.5176 2.8789
C -0.3991 -4.8372 1.4357
C 0.1372 -2.4424 3.1783
H -1.6093 -1.9720 -4.9865
H -0.1865 -2.8063 -4.3433
H -0.4619 -1.1134 -3.9291
H -3.1834 -3.6069 -4.0422
H -4.3381 -4.4738 -2.0024
H -3.4728 -3.8858 0.2485
H -3.1390 -4.4584 2.5278
H -3.4232 -2.7137 2.7384
H -2.4955 -3.6235 3.9592
H -1.1077 -5.3407 0.7615
H -0.2190 -5.5008 2.2986
H 0.5443 -4.6954 0.8952
H -0.2516 -1.5465 3.6710
H 1.0733 -2.1783 2.6692
H 0.3580 -3.1991 3.9485
Br 1.8970 -2.0090 -0.1847
C 6.2802 0.9103 -5.3028
C 5.0628 0.9859 -4.4082
C 4.3649 -0.1613 -4.0425
C 3.2204 -0.0875 -3.2566
C 2.7706 1.1522 -2.8248
C 3.4621 2.3111 -3.1693
C 4.6024 2.2212 -3.9485
S 1.2277 1.2955 -1.9584
O 0.6548 2.5463 -2.3826
O 1.4843 1.1904 -0.5235
O 0.4612 0.0742 -2.3503
H 6.5012 -0.1224 -5.5826
H 7.1629 1.3255 -4.8060
H 6.1216 1.4830 -6.2213
H 4.7152 -1.1323 -4.3837
H 2.6834 -0.9861 -2.9692
H 3.0872 3.2728 -2.8306
H 5.1405 3.1265 -4.2189
*
```

- Electronic energy: -188051.512 eV
- Energy above the lowest of the compared OMol25 structures with the same formula, charge and spin: 64.6 kJ/mol
- Lowest unoccupied orbital energy: 2.534 eV

6.
# C8H13NO4S

A single C8H13NO4S molecule (the ωB97M-V functional and the def2-TZVPD basis, the OMol25 dataset).

```
! RIJCOSX wB97M-V def2-TZVPD def2/J DEFGRID3
* xyz 0 1
C 0.6504 -0.4864 -1.3191
C 1.7055 -2.3230 -0.0771
C 3.3956 -0.7051 -0.2143
C 0.6459 0.4109 -0.1743
C -0.9240 -1.3067 1.2060
C -1.2861 1.8718 -0.8751
C 0.1953 -0.1322 1.2224
C 0.1867 1.8369 -0.4736
N 0.9036 -1.8827 -1.0129
O 0.4692 -0.2021 -2.4248
O 2.7839 1.1982 1.4765
O 3.1511 1.6395 -1.0074
O 2.6917 -1.7097 0.4689
S 2.7012 0.8051 0.0865
H 1.2965 -3.1522 0.4690
H 3.2359 -0.9264 -1.2900
H -0.5807 -2.2688 1.6075
H -1.2019 -1.3614 0.1441
H -1.7617 -0.9939 1.7184
H -1.4974 2.9823 -0.8605
H -1.9378 1.5134 0.0188
H -1.6296 1.2464 -1.6650
H 1.1424 -0.4758 1.7149
H -0.4151 0.7544 1.6196
H 0.3437 2.4320 0.3805
H 0.9414 2.2261 -1.2554
H 0.4625 -2.4980 -1.6977
*
```

- Electronic energy: -29016.635 eV
- Energy above the lowest of the compared OMol25 structures with the same formula, charge and spin: 338.2 kJ/mol
- Lowest unoccupied orbital energy (spin up / spin down): -1.131 / -1.130 eV